Record 1
Here is a cluster of 9 separate species, C35H36F8N2O26 in total at a distorted geometry from the OMol25 dataset. Energies are from ωB97M-V with the def2-TZVPD basis set.

Last column: Löwdin charge in e.
Geometry (Å):
N (-4.0601, 1.7951, -3.6581)  0.000
C (-2.7461, 2.4185, -3.6753)  -0.261
C (-1.8942, 2.0880, -2.4096)  -0.154
C (-0.7094, 1.1729, -2.7448)  -0.122
N (0.1120, 0.8276, -1.5593)  0.030
C (0.5652, 1.9612, -0.8396)  -0.340
O (1.3775, 2.7785, -1.2027)  0.130
C (-0.2508, 1.8887, 0.4449)  -0.114
C (-0.4183, 2.8286, 1.3948)  0.001
C (-1.2649, 2.5195, 2.4861)  -0.038
C (-1.8832, 1.3002, 2.5368)  -0.033
C (-1.6889, 0.2976, 1.5524)  0.031
C (-0.8659, 0.6350, 0.5297)  -0.092
C (-0.4408, -0.1423, -0.7005)  -0.331
O (-0.5219, -1.3237, -0.9428)  0.107
H (-4.0133, 0.8063, -3.8465)  0.044
H (-4.5523, 1.9835, -2.7974)  0.064
H (-2.9111, 3.4982, -3.7683)  0.106
H (-2.2076, 2.1267, -4.5857)  0.112
H (-2.5662, 1.6597, -1.6561)  0.110
H (-1.5705, 3.0548, -1.9953)  0.114
H (-0.0951, 1.5810, -3.5513)  0.131
H (-1.1202, 0.2328, -3.1369)  0.129
H (0.0868, 3.7831, 1.2729)  0.130
H (-1.4221, 3.2639, 3.2577)  0.117
H (-2.5420, 1.1189, 3.3795)  0.103
H (-2.1558, -0.6806, 1.5803)  0.115
O (2.2716, -5.8863, 1.2690)  0.181
C (1.1907, -5.4569, 1.0519)  -0.548
O (0.3492, -5.9345, 0.0976)  0.074
C (-0.8985, -5.2479, 0.2411)  -0.046
C (-0.4772, -3.9826, 0.9410)  -0.316
F (-1.4519, -3.5255, 1.7696)  0.072
O (0.6262, -4.4083, 1.7228)  0.130
H (-1.5785, -5.8489, 0.8473)  0.147
H (-1.3589, -5.0623, -0.7274)  0.134
H (-0.1632, -3.1809, 0.2728)  0.140
O (-5.1328, 0.2763, 0.0974)  0.179
C (-5.1108, -0.6209, -0.6747)  -0.544
O (-5.6275, -1.8523, -0.4445)  0.082
C (-5.5204, -2.5979, -1.6637)  -0.044
C (-4.3985, -1.8821, -2.3665)  -0.322
F (-4.5580, -1.9101, -3.7130)  0.077
O (-4.5464, -0.5494, -1.9195)  0.092
H (-6.4598, -2.5336, -2.2146)  0.149
H (-5.2959, -3.6434, -1.4688)  0.139
H (-3.3999, -2.2434, -2.1101)  0.169
O (2.8615, 4.4012, 3.6246)  0.173
C (2.9298, 3.2229, 3.7429)  -0.533
O (4.0772, 2.5117, 3.6597)  0.085
C (3.7651, 1.1561, 3.9897)  -0.045
C (2.2911, 1.0943, 3.6848)  -0.309
F (1.6492, 0.2293, 4.5122)  0.069
O (1.8575, 2.4131, 3.9729)  0.128
H (3.9763, 0.9793, 5.0456)  0.148
H (4.3502, 0.4623, 3.3911)  0.144
H (2.0518, 0.8512, 2.6473)  0.172
O (6.2346, 1.2240, -4.1863)  0.182
C (5.8495, 1.8098, -3.2334)  -0.549
O (5.0721, 2.9204, -3.2725)  0.079
C (4.7104, 3.2372, -1.9239)  -0.052
C (5.8114, 2.5750, -1.1381)  -0.314
F (5.3685, 2.1364, 0.0698)  0.065
O (6.1339, 1.4560, -1.9420)  0.128
H (3.7297, 2.8137, -1.7029)  0.117
H (4.6717, 4.3130, -1.7708)  0.144
H (6.7013, 3.1908, -0.9949)  0.174
O (0.5146, -2.4773, -6.0118)  0.177
C (1.1846, -2.5204, -5.0351)  -0.535
O (1.4164, -1.4615, -4.2186)  0.075
C (2.1390, -1.9493, -3.0840)  -0.053
C (2.7758, -3.1959, -3.6318)  -0.311
F (2.9114, -4.1478, -2.6764)  0.081
O (1.8316, -3.6437, -4.5876)  0.119
H (1.4418, -2.1518, -2.2692)  0.122
H (2.8766, -1.2267, -2.7423)  0.142
H (3.7378, -3.0298, -4.1202)  0.177
O (1.7798, 10.6190, 4.3592)  0.183
C (1.8445, 9.4430, 4.4694)  -0.548
O (2.9921, 8.7225, 4.3832)  0.074
C (2.6706, 7.3653, 4.7062)  -0.063
C (1.1985, 7.3080, 4.3996)  -0.320
F (0.5491, 6.4431, 5.2197)  0.070
O (0.7702, 8.6263, 4.6920)  0.131
H (2.8810, 7.1841, 5.7618)  0.148
H (3.2503, 6.6709, 4.1069)  0.114
H (0.9625, 7.0683, 3.3613)  0.173
O (-3.3311, -1.3728, 3.7767)  0.175
C (-2.6648, -1.4614, 4.7514)  -0.544
O (-2.4074, -0.4317, 5.5997)  0.063
C (-1.6868, -0.9650, 6.7138)  -0.051
C (-1.0808, -2.2138, 6.1259)  -0.313
F (-0.9612, -3.1932, 7.0544)  0.079
O (-2.0471, -2.6033, 5.1657)  0.139
H (-2.3819, -1.1866, 7.5251)  0.146
H (-0.9393, -0.2603, 7.0706)  0.140
H (-0.1185, -2.0614, 5.6330)  0.170
O (-3.5867, -5.0786, -3.6121)  0.165
C (-2.6645, -5.4432, -4.2620)  -0.547
O (-1.4460, -5.7519, -3.7506)  0.066
C (-0.6557, -6.2677, -4.8260)  -0.049
C (-1.3301, -5.6689, -6.0273)  -0.305
F (-1.2452, -6.4901, -7.1022)  0.081
O (-2.6859, -5.5877, -5.6143)  0.145
H (-0.7021, -7.3578, -4.8175)  0.148
H (0.3829, -5.9574, -4.7383)  0.132
H (-0.9691, -4.6742, -6.2970)  0.163

structure (SMILES)	NCCCN1C(=O)c2ccccc2C1=O.O=C1OC[C@@H](F)O1.O=C1OC[C@@H](F)O1.O=C1OC[C@@H](F)O1.O=C1OC[C@@H](F)O1.O=C1OC[C@@H](F)O1.O=C1OC[C@@H](F)O1.O=C1OC[C@@H](F)O1.O=C1OC[C@@H](F)O1
HOMO-LUMO gap	8.30	eV
DFT total energy	-4220.1231	hartree
LUMO	-0.0289	hartree
highest occupied orbital energy	-0.3341	Ha

---

Record 2
Here is a structure of composition C11H16BFI2LuO6 at a distorted geometry from the OMol25 dataset. Energies are from ωB97M-V with the def2-TZVPD basis set.

Last column: natural (NBO) charge in e.
Geometry (Å):
C (1.0537, -3.5238, 0.7925)  -0.550
C (0.9682, -2.0444, 0.2596)  -0.826
B (-0.3027, -1.2162, 0.8122)  1.132
O (-1.1632, -1.8833, 1.6932)  -0.912
C (-0.6842, 0.3001, 0.3970)  -0.155
C (-1.4759, 0.2013, -0.9637)  -0.440
C (-2.8153, -0.6103, -0.9043)  -0.511
C (-3.7834, -0.1629, 0.2234)  0.786
O (-3.9218, -0.8670, 1.1716)  -0.448
O (-4.4636, 1.0219, 0.1837)  -0.661
O (-1.2690, 0.9966, 1.4881)  -0.480
C (-1.2427, 2.3486, 1.1597)  0.975
O (-1.8833, 3.1949, 1.5771)  -0.423
O (-0.2728, 2.5239, 0.1235)  -0.550
C (0.5075, 1.3396, 0.1192)  0.650
F (1.1453, 1.3655, 1.3817)  -0.358
C (1.4258, 1.1476, -1.1189)  -0.451
I (0.7616, 2.3754, -2.7828)  0.677
C (2.9053, 1.4820, -0.7433)  -0.345
C (3.1283, 2.9511, -0.2334)  -0.674
I (4.1553, 1.0795, -2.4827)  0.613
H (0.0617, -3.9703, 1.1386)  0.240
H (1.4204, -4.1696, -0.0905)  -0.027
H (1.8027, -3.6237, 1.6139)  0.316
H (0.8733, -2.0851, -0.8567)  0.246
H (1.9282, -1.5134, 0.4673)  0.282
H (-0.7297, -1.9585, 2.5676)  0.532
H (-1.6863, 1.1911, -1.4390)  0.260
H (-0.8036, -0.3370, -1.6840)  0.217
H (-2.6742, -1.7139, -0.8887)  0.233
H (-3.3511, -0.4017, -1.8687)  0.278
H (-4.3225, 1.4147, 1.0708)  0.523
H (1.4212, 0.0908, -1.4688)  0.246
H (3.1586, 0.7935, 0.0993)  0.263
H (2.2725, 3.5785, -0.5613)  0.235
H (3.0894, 2.9368, 0.8839)  0.271
H (4.1188, 3.3769, -0.4924)  0.268
Lu (0.6475, -5.6292, -0.6446)  1.567

net charge	+3
HOMO-LUMO gap	1.84	eV
DFT total energy	-2834.4606	hartree
LUMO	-0.5640	hartree
highest occupied orbital energy	-0.6317	Ha

---

Record 3
Here is a structure of composition C16H42BGaO4PS at a distorted geometry from the OMol25 dataset. Energies are from ωB97M-V with the def2-TZVPD basis set.

Last column: natural (NBO) charge in e.
Geometry (Å):
C (1.8902, -2.3437, 4.7054)  -0.910
P (0.6728, -3.0248, 3.4802)  0.148
C (1.6513, -3.7751, 2.0972)  -0.909
Ga (-0.6855, -4.6304, 4.5182)  0.930
C (-2.5492, -3.8422, 4.6764)  -1.306
B (-3.0749, -3.3373, 3.3101)  1.121
O (-2.9283, -4.0843, 2.1449)  -0.912
O (-3.7247, -2.1088, 3.1360)  -0.920
C (-0.8000, -6.3955, 3.4565)  -1.155
S (-0.0715, -7.7062, 4.3172)  2.039
O (1.3716, -7.5973, 4.2460)  -0.977
O (-0.6731, -8.9880, 4.0005)  -0.986
H (2.8984, -2.3046, 4.2852)  0.213
H (1.6026, -1.3160, 4.9357)  0.209
H (1.9159, -2.9043, 5.6426)  0.221
H (1.0156, -3.7927, 1.2121)  0.223
H (2.0674, -4.7659, 2.2978)  0.213
H (2.4934, -3.1113, 1.8766)  0.208
H (-0.1231, -4.9734, 5.9957)  -0.333
H (-2.5013, -3.0198, 5.4000)  0.221
H (-3.2178, -4.6034, 5.0964)  0.241
H (-3.6926, -3.9588, 1.5715)  0.482
H (-4.1104, -1.8458, 3.9764)  0.482
H (-0.2454, -6.3523, 2.5158)  0.255
H (-1.8443, -6.6440, 3.2682)  0.250
H (-0.4061, -7.4249, 5.5999)  -0.037
C (-0.9620, 0.7449, 3.0902)  -0.611
C (-1.0670, 0.2103, 1.6682)  -0.403
C (0.2560, 0.2338, 0.9094)  -0.403
C (0.8681, 1.6211, 0.7056)  -0.395
C (-0.0305, 2.6191, -0.0235)  -0.397
C (-0.3991, 2.1833, -1.4379)  -0.611
H (-0.6795, 1.8012, 3.1115)  0.181
H (-1.9193, 0.6463, 3.6048)  0.208
H (-0.2209, 0.1742, 3.6536)  0.218
H (-1.8335, 0.7729, 1.1232)  0.177
H (-1.4157, -0.8231, 1.7133)  0.234
H (0.1130, -0.2493, -0.0624)  0.192
H (0.9718, -0.3922, 1.4510)  0.220
H (1.8031, 1.5123, 0.1445)  0.191
H (1.1479, 2.0420, 1.6757)  0.199
H (0.4846, 3.5837, -0.0715)  0.191
H (-0.9431, 2.7898, 0.5541)  0.196
H (0.4978, 2.0211, -2.0416)  0.196
H (-1.0021, 2.9473, -1.9343)  0.198
H (-0.9768, 1.2581, -1.4344)  0.208
C (3.2824, 4.3791, -6.2678)  -0.610
C (2.0196, 5.1599, -6.6163)  -0.398
C (1.1982, 5.5672, -5.3938)  -0.396
C (0.6768, 4.3993, -4.5542)  -0.398
C (-0.1902, 3.3968, -5.3128)  -0.401
C (-1.4659, 4.0068, -5.8845)  -0.610
H (3.0491, 3.4318, -5.7797)  0.204
H (3.8627, 4.1513, -7.1631)  0.207
H (3.9210, 4.9539, -5.5932)  0.200
H (1.4031, 4.5703, -7.3008)  0.193
H (2.2982, 6.0646, -7.1639)  0.198
H (0.3586, 6.1870, -5.7213)  0.198
H (1.8118, 6.2084, -4.7526)  0.199
H (0.0990, 4.8018, -3.7162)  0.203
H (1.5200, 3.8681, -4.1044)  0.203
H (-0.4588, 2.5892, -4.6272)  0.211
H (0.3850, 2.9316, -6.1185)  0.191
H (-2.0660, 4.4624, -5.0936)  0.202
H (-2.0791, 3.2471, -6.3712)  0.209
H (-1.2493, 4.7770, -6.6272)  0.196

net charge	-1
HOMO-LUMO gap	6.02	eV
DFT total energy	-3625.0940	hartree
LUMO	0.0820	hartree
highest occupied orbital energy	-0.1391	Ha

---

Record 4
Here is the molecule C4H9N at a distorted geometry from the OMol25 dataset. Energies are from ωB97M-V with the def2-TZVPD basis set.

Last column: natural (NBO) charge in e.
Geometry (Å):
C (-0.5574, 1.5707, -0.5478)  -0.468
C (-0.2544, 0.2690, -0.4810)  0.207
C (-1.0650, -0.8343, -1.1564)  -0.671
N (0.9384, -0.1629, 0.1639)  -0.675
C (0.9506, -0.5259, 1.5795)  -0.410
H (-1.0344, 1.9666, -1.4371)  0.199
H (-0.0542, 2.2648, 0.1156)  0.193
H (-1.9426, -1.0793, -0.5708)  0.219
H (-1.4179, -0.4840, -2.1259)  0.221
H (-0.3301, -1.6342, -1.1841)  0.227
H (1.7179, 0.3633, -0.1900)  0.378
H (1.4125, 0.2690, 2.1818)  0.177
H (-0.0483, -0.6552, 1.9677)  0.209
H (1.6850, -1.3276, 1.6845)  0.195

ΔE to the lowest compared entry with this formula, charge and spin	1.3882	eV
structure (SMILES)	C=C(C)NC
HOMO-LUMO gap	9.75	eV
DFT total energy	-212.5002	hartree
LUMO	0.0410	hartree
highest occupied orbital energy	-0.3173	Ha